Entry 1:
Here is C23H32F9FeGeN4O4SSe as an isolated structure in a non-equilibrium geometry from OMol25. Energies are from ωB97M-V with the def2-TZVPD basis set.

Summary:
HOMO energy (alpha / beta) = -0.9 / -1.5 eV
Spin multiplicity = 6
E_tot = -230063.357 eV
Lowest unoccupied orbital energy (alpha / beta) = 4.4 / 4.4 eV
<S²> = 8.776
Net charge = -2
Max |F| = 1.3 eV Å⁻¹
HOMO-LUMO gap (alpha / beta) = 5.306 / 5.921 eV
Relative energy (zero: lowest compared OMol25 entry of this formula, charge and spin) = 0.000 eV

Element x y z (Å)
Fe1 0.5110 -0.5591 0.7579
C1 2.3144 2.6373 4.8430
C2 1.9614 1.5953 3.8145
N1 2.6698 0.5707 3.5533
O1 3.8710 0.5262 4.3095
C3 0.6580 1.7582 3.0981
C4 -0.4046 2.6561 3.6653
N2 0.4754 1.1013 2.0131
O2 -0.6965 1.1435 1.3863
H1 3.3900 2.7263 4.9650
H2 1.8866 2.3638 5.8113
H3 1.8977 3.6020 4.5585
H4 4.2572 -0.2903 3.9782
H5 -0.5748 2.4730 4.7296
H6 -1.3262 2.4551 3.1257
H7 -0.1569 3.7154 3.5468
Se1 -0.2909 -1.9107 -0.8647
F1 0.3245 -4.3039 4.7898
C5 0.7286 -3.1729 4.1698
F2 1.6979 -3.5228 3.3267
F3 1.2903 -2.4045 5.1187
C6 -0.4077 -2.3793 3.4111
O3 0.1254 -1.5186 2.5874
C7 -1.3351 -3.4351 2.7092
F4 -0.6065 -4.3030 1.9991
F5 -2.2019 -2.8594 1.8862
F6 -2.0624 -4.1673 3.5914
C8 -1.2660 -1.6243 4.4911
F7 -0.6494 -0.5151 4.9019
F8 -1.5231 -2.3556 5.6012
F9 -2.4552 -1.2518 3.9962
C9 -4.2880 2.8560 -1.7853
C10 -4.2014 1.5301 -1.0429
C11 -2.7883 1.1670 -0.6218
N3 -1.9446 0.8604 -1.7726
C12 -0.9024 1.5816 -2.1563
S1 -0.4851 3.1057 -1.6296
N4 -0.0716 0.9662 -3.1098
C13 -0.2326 -0.1561 -3.8842
O4 0.7138 -0.7220 -4.3994
C14 -1.6355 -0.6113 -4.2447
C15 -1.8917 -1.9718 -4.2261
C16 -3.1491 -2.4341 -4.5983
C17 -4.1270 -1.5363 -5.0037
C18 -3.8596 -0.1732 -5.0355
C19 -2.6096 0.2911 -4.6445
H8 -5.3206 3.1025 -2.0448
H9 -3.7024 2.8235 -2.7066
H10 -3.8761 3.6693 -1.1849
H11 -4.5999 0.7300 -1.6770
H12 -4.8237 1.5556 -0.1432
H13 -2.7747 0.2733 0.0044
H14 -2.3107 1.9639 -0.0553
H15 -1.8613 -0.1422 -1.9445
H16 0.8858 1.2819 -3.0338
H17 -1.1153 -2.6444 -3.8877
H18 -3.3625 -3.4947 -4.5576
H19 -5.1088 -1.8985 -5.2866
H20 -4.6226 0.5300 -5.3457
H21 -2.3935 1.3527 -4.6396
C20 5.5930 0.2143 -0.8802
Ge1 3.7314 -0.1632 -1.4369
C21 3.7720 -1.9573 -2.2150
C22 3.5028 1.1069 -2.9293
C23 2.5384 -0.0188 0.0220
H22 6.3081 0.0350 -1.6872
H23 5.8629 -0.4055 -0.0228
H24 5.6656 1.2621 -0.5781
H25 4.5260 -2.0340 -3.0022
H26 2.7914 -2.1875 -2.6328
H27 3.9911 -2.6908 -1.4365
H28 4.4797 1.2536 -3.3967
H29 3.1387 2.0754 -2.5761
H30 2.8266 0.7251 -3.6940
H31 2.6905 0.9499 0.5164
H32 2.9386 -0.7720 0.7359

These are the Mulliken partial charges, in e, on atoms 1 to 4: number 1, Fe, carries 0.744; number 2, C, carries -1.632; number 3, C, carries 0.525; number 4, N, carries 0.331



Entry 2:
Here is the molecule C23H32FN3O4S in a non-equilibrium geometry from OMol25. Energies are from ωB97M-V with the def2-TZVPD basis set.

Summary:
HOMO energy = -8.3 eV
E_tot = -50583.999 eV
Lowest unoccupied orbital energy = 0.4 eV
SMILES = Cc1oc(-c2ccccc2F)nc1CS(=O)(=O)CC(=O)NCCCN(C)C1CCCCC1
Max |F| = 1.7 eV Å⁻¹
HOMO-LUMO gap = 8.771 eV
Relative energy (zero: lowest compared OMol25 entry of this formula, charge and spin) = 1.075 eV

Element x y z (Å)
C1 -2.9508 -3.2371 -2.3921
C2 -2.9645 -1.9234 -1.7047
O1 -3.9986 -1.5992 -0.8939
C3 -3.7000 -0.3780 -0.3980
C4 -4.6012 0.2726 0.5258
C5 -5.8718 -0.2526 0.7690
C6 -6.7390 0.3694 1.6450
C7 -6.3568 1.5302 2.2993
C8 -5.0992 2.0661 2.0809
C9 -4.2361 1.4379 1.2037
F1 -3.0150 1.9686 1.0248
N1 -2.5705 0.0836 -0.8482
C10 -2.0809 -0.8748 -1.6878
C11 -0.7595 -0.7320 -2.3137
S1 0.4459 -0.7774 -0.9351
O2 1.7755 -0.9563 -1.4649
O3 0.0182 -1.7673 0.0206
C12 0.3384 0.8870 -0.1937
C13 1.1039 1.7240 -1.1879
O4 0.6508 1.9520 -2.2975
N2 2.3135 2.1359 -0.7895
C14 3.2614 2.6451 -1.7615
C15 4.6851 2.4966 -1.2363
C16 4.9416 1.0969 -0.6606
N3 4.4034 0.9765 0.6943
C17 5.3219 1.5291 1.6722
C18 3.9214 -0.3741 1.0063
C19 4.9931 -1.4722 1.0548
C20 4.3056 -2.8281 1.1914
C21 3.4656 -2.8793 2.4638
C22 2.4361 -1.7526 2.4706
C23 3.1361 -0.4041 2.3203
H1 -3.9199 -3.7159 -2.2815
H2 -2.7280 -3.1123 -3.4500
H3 -2.1870 -3.8778 -1.9521
H4 -6.1643 -1.1552 0.2555
H5 -7.7178 -0.0505 1.8184
H6 -7.0353 2.0180 2.9819
H7 -4.7755 2.9643 2.5827
H8 -0.6064 0.2404 -2.7778
H9 -0.5188 -1.5453 -2.9898
H10 -0.7220 1.1268 -0.1608
H11 0.7778 0.8446 0.7960
H12 2.7471 1.7816 0.0619
H13 3.0386 3.6964 -1.9773
H14 3.1301 2.0828 -2.6926
H15 4.8648 3.2469 -0.4657
H16 5.3799 2.6860 -2.0552
H17 4.4463 0.3612 -1.2979
H18 6.0229 0.8907 -0.6758
H19 4.8523 1.5441 2.6524
H20 6.2663 0.9712 1.7364
H21 5.5589 2.5567 1.4004
H22 3.2273 -0.6324 0.1983
H23 5.5912 -1.4531 0.1415
H24 5.6606 -1.3136 1.9057
H25 5.0533 -3.6249 1.2054
H26 3.6566 -2.9838 0.3273
H27 2.9586 -3.8431 2.5341
H28 4.1204 -2.7806 3.3347
H29 1.8726 -1.7719 3.4064
H30 1.7302 -1.8967 1.6509
H31 3.8133 -0.2685 3.1670
H32 2.4065 0.4093 2.3413

These are the Mulliken partial charges, in e, on atoms 1 to 4: number 1, C, carries -1.528; number 2, C, carries 0.590; number 3, O, carries -0.368; number 4, C, carries 0.555



Entry 3:
Here is C23H32HfNO4 as an isolated structure in a non-equilibrium geometry from OMol25. Energies are from ωB97M-V with the def2-TZVPD basis set.

Summary:
HOMO energy (alpha / beta) = -9.6 / -9.6 eV
E_tot = -35348.379 eV
Lowest unoccupied orbital energy (alpha / beta) = -3.3 / -3.3 eV
Net charge = +1
Max |F| = 6.3 eV Å⁻¹
HOMO-LUMO gap (alpha / beta) = 6.348 / 6.349 eV

Element x y z (Å)
O1 1.2436 0.1020 -1.5354
C1 2.0893 -1.2304 -1.8460
C2 3.3633 -0.5377 -2.2350
H1 1.5518 -1.6850 -2.6563
H2 2.2135 -1.8273 -0.9449
C3 2.4898 0.7387 -2.2364
H3 3.7010 -0.8086 -3.2303
H4 4.1935 -0.4680 -1.5254
C4 2.4021 1.0577 -3.7210
H5 1.9816 0.2419 -4.3357
H6 3.4590 1.1384 -4.0335
H7 1.9352 2.0260 -3.9470
C5 3.2487 1.8201 -1.4955
H8 3.2911 1.6722 -0.4149
H9 2.8276 2.8103 -1.7057
H10 4.2672 1.8303 -1.8902
Hf1 -0.6532 0.4131 -0.5519
C6 -1.9019 1.4508 1.8577
C7 -2.0839 0.2740 2.6597
C8 -0.8580 0.0095 3.3274
H11 -3.0209 -0.2590 2.8030
C9 0.1020 0.9464 2.8754
C10 -0.5189 1.8374 1.9586
H12 -0.1138 2.8191 1.6548
H13 -2.7147 2.0641 1.5049
H14 -0.6897 -0.7386 4.0879
H15 1.1089 1.0266 3.2589
C11 -2.3578 2.1580 -1.2172
C12 -1.1974 2.8183 -0.7637
C13 -0.0957 2.4129 -1.5599
H16 -1.1711 3.6230 -0.0170
C14 -0.6185 1.4472 -2.5142
C15 -1.9987 1.2567 -2.2639
H17 -2.6690 0.6657 -2.8564
H18 -3.3638 2.4120 -0.9152
H19 0.8779 2.8473 -1.5398
H20 -0.0919 1.0284 -3.3749
O2 1.0077 -0.9231 1.3399
C16 2.3772 -0.6899 1.6864
C17 2.6114 -1.6279 2.8413
H21 2.5912 0.3677 1.8676
H22 2.9120 -1.0342 0.7921
C18 1.8645 -2.8327 2.2781
H23 2.1743 -1.2611 3.7622
H24 3.6855 -1.8583 2.9484
C19 0.7839 -2.3674 1.3463
H25 1.6081 -3.5890 3.0222
H26 2.6311 -3.3122 1.6231
H27 -0.2717 -2.5919 1.5068
H28 0.9569 -2.6606 0.2930
O3 -1.6127 -1.5114 -0.5061
C20 -2.8584 -1.2595 -0.2114
C21 -3.9770 -2.1717 0.1428
C22 -5.0041 -1.2273 0.7855
C23 -4.4028 0.1597 0.5856
O4 -4.8317 1.2299 1.0347
N1 -3.1686 0.0124 -0.0700
H29 -4.4528 -2.6180 -0.7333
H30 -3.6991 -2.9732 0.8172
H31 -6.0020 -1.2558 0.3159
H32 -5.1509 -1.3979 1.8704

These are the Mulliken partial charges, in e, on atoms 1 to 4: number 1, O, carries -0.140; number 2, C, carries -0.292; number 3, C, carries -0.907; number 4, H, carries 0.391



Entry 4:
Here is C23H32IrN3OS as an isolated structure in a non-equilibrium geometry from OMol25. Energies are from ωB97M-V with the def2-TZVPD basis set.

Summary:
HOMO energy = -14.2 eV
E_tot = -44549.958 eV
Lowest unoccupied orbital energy = -6.1 eV
Net charge = +2
Max |F| = 1.1 eV Å⁻¹
HOMO-LUMO gap = 8.151 eV
Relative energy (zero: lowest compared OMol25 entry of this formula, charge and spin) = 0.676 eV

Element x y z (Å)
Ir1 -0.4832 0.1654 0.0569
N1 -2.4249 -0.6652 -0.0349
C1 -3.7516 -0.0119 0.2231
C2 -3.6799 1.0241 1.3359
C3 -3.5951 2.4565 0.8178
C4 -2.4757 2.6713 -0.1802
N2 -1.1583 2.2566 0.3852
H1 -2.4747 -1.1447 -0.9336
H2 -2.3475 -1.4194 0.6492
H3 -4.4498 -0.8074 0.4795
H4 -4.0964 0.4244 -0.7143
H5 -2.8117 0.7923 1.9629
H6 -4.5460 0.9284 1.9888
H7 -3.4820 3.1508 1.6542
H8 -4.5309 2.7256 0.3235
H9 -2.4267 3.7203 -0.4721
H10 -2.6375 2.0913 -1.0905
H11 -1.1068 2.5521 1.3588
H12 -0.4181 2.7917 -0.0698
C5 0.0960 -2.2319 3.5539
C6 0.3922 -3.4773 3.0163
C7 0.4361 -3.6495 1.6418
C8 0.1873 -2.5645 0.8081
C9 -0.0976 -1.2994 1.3493
C10 -0.1528 -1.1401 2.7257
C11 0.2318 -2.5697 -0.6513
C12 0.4488 -3.6892 -1.4728
C13 0.4663 -3.5239 -2.8256
C14 0.2880 -2.2396 -3.3897
C15 0.3104 -2.0219 -4.7855
C16 0.1414 -0.7655 -5.2952
C17 -0.0482 0.3237 -4.4236
C18 -0.0768 0.1468 -3.0651
C19 0.0836 -1.1438 -2.5230
N3 0.0401 -1.3562 -1.1643
H13 0.0495 -2.1096 4.6283
H14 0.5828 -4.3157 3.6715
H15 0.6693 -4.6222 1.2285
H16 -0.3986 -0.1779 3.1617
H17 0.5899 -4.6598 -1.0210
H18 0.6208 -4.3708 -3.4823
H19 0.4656 -2.8695 -5.4406
H20 0.1598 -0.6007 -6.3632
H21 -0.1639 1.3178 -4.8346
H22 -0.1895 1.0106 -2.4196
C20 4.0106 2.7296 0.1115
C21 3.9846 1.2189 -0.0232
S1 2.6080 0.3800 0.7713
O1 1.3957 1.0213 0.0304
C22 2.6543 1.0829 2.4460
C23 1.7117 2.2518 2.6618
H23 4.7996 3.1214 -0.5290
H24 4.2283 3.0494 1.1294
H25 3.0695 3.1706 -0.2132
H26 4.8738 0.7343 0.3879
H27 3.8963 0.9024 -1.0642
H28 3.6949 1.3632 2.6179
H29 2.4189 0.2483 3.1053
H30 1.9680 3.1083 2.0419
H31 1.7672 2.5549 3.7068
H32 0.6829 1.9605 2.4513

These are the Mulliken partial charges, in e, on atoms 1 to 4: number 1, Ir, carries 0.347; number 2, N, carries -0.547; number 3, C, carries -0.839; number 4, C, carries -0.264